Entry A
Density functional theory data (ωB97M-V/def2-TZVPD) for 6 unconnected molecules or ions with the total composition C24H36O18.

Computed properties:
HOMO level = -0.372 Eh
gap between HOMO and LUMO = 9.90 eV
SMILES = C[C@H]1COC(=O)O1.C[C@H]1COC(=O)O1.C[C@H]1COC(=O)O1.C[C@H]1COC(=O)O1.C[C@H]1COC(=O)O1.C[C@H]1COC(=O)O1
net charge = 0

Last column: Löwdin charge in e.
Positions of all 78 atoms, in Å:
1 C -1.1698 3.0325 8.5329  -0.002
2 C -0.9825 3.0581 10.0719  -0.284
3 C -1.7403 4.0964 10.8828  -0.072
4 O -2.6461 3.2725 11.5756  0.100
5 C -2.5084 2.0299 11.3478  -0.651
6 O -3.2661 1.2056 11.9095  0.091
7 O -1.4689 1.8151 10.6404  0.121
8 H -1.0101 4.0542 8.1883  0.087
9 H -2.2321 2.8569 8.3638  0.090
10 H -0.6289 2.1556 8.1772  0.093
11 H 0.0746 3.1024 10.3343  0.146
12 H -2.2438 4.7823 10.2015  0.140
13 H -1.0080 4.4644 11.6015  0.140
14 C -2.5061 2.4334 -4.9984  -0.012
15 C -2.9984 3.1477 -3.7486  -0.331
16 C -1.8982 3.9157 -3.1424  -0.102
17 O -2.5268 5.1673 -2.9078  0.073
18 C -3.6687 5.3077 -3.5683  -0.531
19 O -4.2793 6.3751 -3.8228  0.098
20 O -3.8619 4.1648 -4.1849  0.090
21 H -3.2347 1.7314 -5.4040  0.085
22 H -1.5176 2.0085 -4.8240  0.082
23 H -2.3399 3.0994 -5.8452  0.096
24 H -3.4964 2.5738 -2.9671  0.163
25 H -1.0225 4.1773 -3.7365  0.149
26 H -1.7132 3.4368 -2.1809  0.140
27 C -3.8994 -6.4025 -5.7262  -0.023
28 C -4.9915 -5.4775 -5.2135  -0.345
29 C -6.1942 -6.3247 -4.7760  -0.102
30 O -6.1324 -6.0810 -3.3898  0.056
31 C -5.1533 -5.2067 -2.9890  -0.555
32 O -5.1505 -4.6333 -1.9619  0.191
33 O -4.4669 -4.9493 -4.0778  0.089
34 H -4.1410 -6.7889 -6.7164  0.086
35 H -3.7393 -7.2958 -5.1226  0.097
36 H -2.9799 -5.8238 -5.8137  0.086
37 H -5.3527 -4.6601 -5.8375  0.161
38 H -6.1466 -7.3455 -5.1552  0.128
39 H -7.1588 -5.9613 -5.1304  0.129
40 C 0.8037 -1.4185 0.6503  0.014
41 C -0.4474 -0.4798 0.9699  -0.269
42 C -1.9035 -0.9877 0.7633  -0.146
43 O -2.6184 -0.7321 1.8980  0.084
44 C -1.7170 -0.4353 2.8840  -0.485
45 O -1.9407 -0.3459 4.1175  0.094
46 O -0.4914 -0.3720 2.3751  0.051
47 H 1.6767 -0.8256 0.9233  0.078
48 H 0.7566 -1.7774 -0.3779  0.079
49 H 0.8291 -2.1965 1.4133  0.083
50 H -0.3653 0.5699 0.6878  0.148
51 H -1.8909 -2.0673 0.6141  0.139
52 H -2.2002 -0.4572 -0.1415  0.131
53 C 6.4791 -0.8585 3.2795  -0.003
54 C 6.5849 0.5314 2.6132  -0.268
55 C 7.6763 1.4488 2.8956  -0.131
56 O 8.2875 1.7236 1.6862  0.131
57 C 7.8316 1.0276 0.7278  -0.615
58 O 8.1268 1.2279 -0.4935  0.074
59 O 6.7955 0.4260 1.1615  0.110
60 H 7.4474 -1.3579 3.2480  0.085
61 H 5.7730 -1.4800 2.7287  0.089
62 H 6.3014 -0.6957 4.3426  0.088
63 H 5.5765 0.9426 2.5655  0.157
64 H 8.3751 1.0609 3.6367  0.140
65 H 7.3024 2.2877 3.4826  0.144
66 C 2.3765 -1.8178 -5.5674  -0.030
67 C 3.4642 -0.7560 -5.5433  -0.279
68 C 2.8655 0.6662 -5.8347  -0.034
69 O 2.6050 1.1240 -4.4653  0.071
70 C 3.2977 0.4469 -3.6124  -0.587
71 O 3.5352 0.7954 -2.4629  0.120
72 O 3.8448 -0.7072 -4.1335  0.056
73 H 1.6363 -1.5822 -4.8028  0.099
74 H 2.8591 -2.7701 -5.3476  0.088
75 H 2.0505 -1.8773 -6.6058  0.087
76 H 4.3294 -0.9567 -6.1752  0.151
77 H 1.9416 0.7719 -6.4033  0.129
78 H 3.5460 1.3893 -6.2841  0.128

---

Entry B
Density functional theory data (ωB97M-V/def2-TZVPD) for 6 unconnected molecules or ions with the total composition C24H36O18.

Computed properties:
HOMO level = -0.386 Eh
gap between HOMO and LUMO = 10.28 eV
SMILES = C[C@H]1COC(=O)O1.C[C@H]1COC(=O)O1.C[C@H]1COC(=O)O1.C[C@H]1COC(=O)O1.C[C@H]1COC(=O)O1.C[C@H]1COC(=O)O1
net charge = 0

Last column: Löwdin charge in e.
Positions of all 78 atoms, in Å:
1 C 0.8916 -6.2236 3.9513  -0.017
2 C 2.0136 -5.5141 3.2334  -0.299
3 C 1.9102 -3.9898 3.1828  -0.103
4 O 3.2722 -3.5377 3.3604  0.074
5 C 3.9819 -4.5177 3.9269  -0.553
6 O 5.1111 -4.3906 4.3744  0.134
7 O 3.2591 -5.6447 3.9203  0.083
8 H -0.1008 -6.0225 3.5479  0.082
9 H 0.7603 -5.8917 4.9812  0.089
10 H 1.0389 -7.2990 4.0514  0.086
11 H 2.2052 -5.8591 2.2174  0.158
12 H 1.1874 -3.5136 3.8452  0.129
13 H 1.5488 -3.7372 2.1860  0.116
14 C -2.0402 0.7603 3.6964  0.002
15 C -2.4750 -0.7715 3.8123  -0.270
16 C -3.6628 -1.1513 2.9261  -0.071
17 O -3.2466 -2.3905 2.3808  0.085
18 C -1.9705 -2.6252 2.6455  -0.504
19 O -1.3122 -3.5838 2.2415  0.113
20 O -1.3878 -1.5348 3.2843  0.037
21 H -1.5416 1.0739 2.7792  0.052
22 H -1.3406 0.9753 4.5041  0.083
23 H -2.9165 1.3894 3.8528  0.083
24 H -2.7185 -1.0642 4.8336  0.153
25 H -3.7869 -0.4918 2.0672  0.137
26 H -4.5265 -1.3215 3.5689  0.145
27 C -2.0550 2.5378 -0.4889  -0.014
28 C -2.9356 2.9723 0.6650  -0.259
29 C -3.6934 4.2999 0.4522  -0.108
30 O -4.9439 4.0669 1.0135  0.101
31 C -5.1546 2.7624 1.0036  -0.565
32 O -6.2748 2.2179 1.3112  0.067
33 O -4.1192 2.1112 0.6159  0.094
34 H -1.1610 3.1457 -0.6278  0.102
35 H -2.6198 2.7356 -1.4000  0.080
36 H -1.7615 1.5084 -0.2832  0.076
37 H -2.4408 2.9900 1.6361  0.143
38 H -3.6686 4.6152 -0.5909  0.138
39 H -3.2460 5.1170 1.0182  0.141
40 C -1.6506 1.1888 -3.9668  -0.024
41 C -1.1371 1.3311 -5.3322  -0.337
42 C -1.6580 2.4538 -6.1893  -0.038
43 O -0.4931 3.3210 -6.3978  0.067
44 C 0.5895 2.8638 -5.7710  -0.525
45 O 1.7041 3.3728 -5.7595  0.123
46 O 0.2352 1.6975 -5.1629  0.037
47 H -1.5545 2.1125 -3.3962  0.085
48 H -1.0563 0.4047 -3.4977  0.088
49 H -2.6881 0.8670 -3.8772  0.100
50 H -0.9877 0.4508 -5.9573  0.163
51 H -2.4149 3.0564 -5.6873  0.140
52 H -1.8405 2.0493 -7.1849  0.139
53 C 3.0879 2.4073 -2.4693  0.017
54 C 3.0643 0.8653 -2.7204  -0.353
55 C 3.3914 0.4929 -4.1364  -0.106
56 O 4.5191 -0.3649 -4.0851  0.081
57 C 4.7329 -0.7041 -2.7952  -0.491
58 O 5.4973 -1.6347 -2.4404  0.104
59 O 4.0277 0.1603 -2.0857  0.103
60 H 4.1080 2.7912 -2.4641  0.095
61 H 2.5883 2.6131 -1.5226  0.068
62 H 2.7245 2.9767 -3.3248  0.065
63 H 2.0556 0.5177 -2.4973  0.132
64 H 3.5421 1.3793 -4.7526  0.131
65 H 2.5262 -0.0532 -4.5121  0.128
66 C 0.5169 -0.8656 -0.1947  0.009
67 C 0.7983 0.1385 0.9490  -0.278
68 C 1.4061 -0.4158 2.2431  -0.037
69 O 2.4988 0.4921 2.4787  0.107
70 C 2.7750 1.2141 1.4559  -0.579
71 O 3.7176 2.0361 1.4916  0.105
72 O 1.8368 1.0270 0.5449  0.080
73 H 1.4586 -1.3043 -0.5246  0.098
74 H -0.1113 -0.4869 -1.0010  0.065
75 H -0.1390 -1.6086 0.2589  0.076
76 H -0.1508 0.6222 1.1800  0.112
77 H 1.6629 -1.4714 2.3328  0.118
78 H 0.7369 -0.1976 3.0754  0.114

---

entry B is the most stable structure; the next one sits 0.0837 hartree above it.